No. 1
Here is a structure of composition C22H20BrN2NaO5S2Si from the Open Molecules 2025 dataset. Energies are from the ωB97M-V functional and the def2-TZVPD basis.

- orbital gap (eV) = 5.328
- electronic energy (Eh) = -5158.44813
- ΔE to the lowest compared entry with this formula, charge and spin (kcal/mol) = 33.28
- largest force on an atom (eV Å⁻¹) = 1.42

```
! RIJCOSX wB97M-V def2-TZVPD def2/J DEFGRID3
* xyz -2 1
H 0.537 -4.436 -4.310
H 1.068 -2.849 -3.742
H -1.248 0.019 1.984
C -1.068 -2.432 -0.930
C 2.499 -0.523 3.386
N -0.037 -1.043 0.757
H 1.516 -4.275 -2.843
C 1.333 0.108 4.187
C -0.024 3.947 -3.220
H -0.477 -0.549 6.989
H -0.592 -5.742 -1.008
H -0.725 2.801 4.333
H 1.116 1.829 2.946
H 1.025 7.105 -2.551
C 1.539 5.375 -1.391
C 1.363 4.007 -1.265
C 0.134 5.324 -3.343
S 0.635 1.580 -1.581
O 2.954 -1.571 3.849
Na 1.949 0.039 0.667
C -0.682 1.173 5.722
O 2.878 0.111 2.386
H 1.355 -1.501 5.566
H -2.215 -3.794 -4.503
C 0.073 -1.909 -0.265
C 0.914 6.032 -2.439
C 0.753 1.317 3.826
C -0.130 -0.036 6.101
H -3.205 -2.427 -0.946
C 1.911 3.126 -0.164
H -3.377 -0.840 0.973
C -1.313 -5.396 -1.741
C -2.200 -3.130 -3.644
O 2.603 3.600 0.728
H -0.367 5.852 -4.145
C 0.883 -0.559 5.319
C 0.596 3.304 -2.173
Si -0.852 -3.629 -2.364
C -2.307 -2.041 -0.471
H -2.289 -5.398 -1.264
S 1.607 -2.418 -0.719
O 1.312 0.770 -2.562
H -0.629 3.390 -3.919
C -1.238 -0.685 1.157
N 1.539 1.864 -0.291
H -1.338 -6.118 -2.553
O -0.711 1.183 -1.253
H -3.192 -3.131 -3.207
C 0.720 -3.827 -3.425
H 2.146 5.899 -0.668
H -2.001 -2.124 -4.000
C -2.412 -1.160 0.604
Br -2.062 1.928 6.822
C -0.265 1.858 4.597
*
```

Atomic partial charges in e from the natural (NBO) method, atoms 1 to 6: 0.195, 0.249, 0.181, -0.561, 0.761, -0.556

No. 2
Here is a cluster of 5 separate species, C24H47ClN2O17P3 in total from the Open Molecules 2025 dataset. Energies are from the ωB97M-V functional and the def2-TZVPD basis.

- orbital gap (eV) = 7.534
- electronic energy (Eh) = -3815.45352
- largest force on an atom (eV Å⁻¹) = 0.75

```
! RIJCOSX wB97M-V def2-TZVPD def2/J DEFGRID3
* xyz 1 1
H -8.068 4.845 -0.881
C 2.678 0.230 -4.505
C 0.341 -3.841 -3.052
O 4.977 -3.199 8.540
O 2.188 -0.396 -5.406
O 0.443 -3.092 -1.945
H 0.123 0.752 -4.282
O 5.679 -1.971 2.215
N -2.103 2.377 -2.205
O 0.003 -0.963 3.165
C 5.983 -3.025 10.980
H -8.914 1.848 -1.735
H 3.743 1.238 3.044
H 0.506 -0.770 -3.436
C 4.825 -1.124 6.907
O 5.372 -0.998 8.226
H -2.529 -0.772 -1.226
H 6.432 -2.673 11.904
C -2.610 1.113 -2.162
C -1.153 2.802 -1.303
H 4.807 -0.879 -5.566
H -7.309 -0.155 -1.758
H 1.360 -2.906 -0.147
H 2.634 0.859 1.716
H -1.132 -4.961 -4.914
C -3.691 0.642 -3.092
Cl 1.246 4.239 -0.280
C 3.206 0.439 2.538
H -0.029 5.664 -2.975
C -2.121 0.229 -1.236
O 4.110 -0.508 1.965
H -5.009 0.215 -0.880
H 0.417 -0.610 3.967
O -0.013 1.516 2.544
O -2.213 0.234 2.721
H -1.491 -3.380 -5.646
O 5.911 -1.884 10.120
C -7.736 3.839 -0.627
C -5.556 1.026 -1.367
O -0.548 -3.263 -3.859
H -1.504 3.736 -4.199
H 4.882 -0.141 6.456
C -0.678 1.921 -0.380
O -7.316 3.180 -1.813
C 6.571 -2.710 3.062
H -7.821 1.709 -3.084
O 4.858 -0.945 4.048
O 3.941 0.609 -4.395
H 0.212 0.697 -2.503
H -2.630 -0.625 2.570
O -0.043 4.723 -2.747
C -5.065 1.267 -2.804
H -3.764 -0.439 -2.999
C 5.380 -2.131 8.924
C 4.781 0.205 -5.488
H -3.498 2.814 -4.192
H 0.173 -4.006 -5.666
C -1.136 0.600 -0.345
H 5.405 -1.827 6.319
H -5.767 0.799 -3.500
H -6.897 3.925 0.068
H 0.513 -0.468 0.433
O 0.948 -4.851 -3.270
C -7.064 0.801 -1.283
H 7.147 -3.349 2.402
H 6.607 -3.799 10.538
H -2.778 5.678 -2.938
H 1.072 -4.591 -0.641
P -2.649 3.586 -3.419
O 2.013 0.666 -3.424
H 0.069 2.225 0.333
C -0.559 -0.376 0.639
C -0.754 -3.959 -5.099
H 3.787 -1.449 6.960
C 0.636 0.312 -3.425
H 2.536 -0.057 3.234
P -0.667 0.221 2.339
H 6.010 -3.318 3.769
H 4.989 -3.419 11.178
H 4.426 0.638 -6.420
H -5.110 2.336 -3.006
H -0.980 -1.374 0.509
H -8.551 3.306 -0.135
C 4.886 -1.126 2.858
H -3.400 0.843 -4.126
H -7.377 0.711 -0.241
H -5.345 1.932 -0.789
H 5.771 0.584 -5.256
H 7.235 -2.034 3.596
P -0.546 4.586 -1.195
N -3.266 4.817 -2.720
H 2.377 -3.646 -1.402
C 1.376 -3.603 -0.981
C -7.855 1.891 -2.007
*
```

Atomic partial charges in e from the Mulliken method, atoms 1 to 6: 0.250, 0.686, 0.627, -0.548, -0.536, -0.111

Q: Among the records above, which one has the lowest electronic energy?
A: C22H20BrN2NaO5S2Si

Q: Which of these has the highest electronic energy?
A: C24H47ClN2O17P3

Q: Which of these has the lowest electronic energy?
A: C22H20BrN2NaO5S2Si